No. 1
{
  "formula": "F6K4N3O12S6",
  "method": "the ωB97M-V functional and the def2-TZVPD basis",
  "charge": 1,
  "orbital_gap_ev": 4.16,
  "homo_energy_ha": -0.344,
  "elements": ["K", "K", "K", "K", "N", "S", "O", "O", "F", "S", "O", "O", "F", "N", "S", "O", "O", "F", "S", "O", "O", "F", "N", "S", "O", "O", "F", "S", "O", "O", "F"],
  "coordinates": [[-3.3176, 4.5835, -1.2095], [-0.9416, 0.0363, 4.4049], [-4.9237, 0.0066, 2.1216], [1.4709, 4.5738, 2.1026], [0.8931, -5.8008, 0.8209], [1.9912, -6.5754, 1.8590], [1.2862, -7.3913, 2.8237], [3.2607, -5.9752, 2.1476], [2.3581, -7.6705, 0.7768], [0.9233, -4.3481, 1.4124], [2.1721, -3.6571, 1.1549], [0.2182, -4.2683, 2.6638], [-0.1586, -3.6675, 0.4109], [0.1023, 3.3238, -3.9513], [1.4749, 4.0050, -4.5887], [2.7100, 3.2699, -4.5668], [1.5559, 5.4314, -4.3829], [0.9403, 3.8679, -6.1133], [0.7165, 2.8310, -2.6069], [1.5831, 3.6700, -1.8286], [0.9911, 1.4258, -2.5873], [-0.6458, 2.9157, -1.7338], [-2.1961, 0.3749, 1.8702], [-1.1740, 0.0425, 0.7600], [0.1574, 0.2430, 1.3261], [-1.3914, 0.4961, -0.5746], [-1.4416, -1.5132, 0.7356], [-2.0358, 2.0536, 1.5739], [-2.7560, 2.5931, 0.4468], [-0.7718, 2.6514, 1.9365], [-3.0511, 2.4719, 2.7957]],
  "forces_ev_per_a": [[0.442, -0.195, -0.488], [0.556, -0.448, -0.215], [-0.157, -0.219, -0.195], [0.153, -0.275, -0.513], [2.014, -0.253, 1.979], [-1.178, -3.031, -1.553], [0.711, 1.461, -0.158], [-1.080, 0.188, 0.264], [0.270, -0.033, -0.219], [-0.067, 0.811, -1.741], [-1.796, 0.266, 0.847], [0.410, 1.089, 0.641], [0.571, -0.285, 0.118], [2.444, 1.265, -0.064], [-0.055, 1.867, -3.555], [-1.373, -0.006, 0.427], [-0.402, -1.164, 0.209], [0.451, 0.089, 1.058], [-0.417, -3.362, 1.955], [-0.016, 0.670, -0.022], [-0.003, 0.707, 0.088], [-1.112, 0.438, 0.535], [-2.271, 4.706, 0.689], [6.640, -5.327, -3.177], [-1.731, -0.581, -0.563], [-0.736, 0.089, 1.097], [-0.066, 1.144, 0.208], [-1.835, 1.598, 1.690], [0.362, -0.489, 0.952], [-1.329, -0.326, -0.024], [0.603, -0.394, -0.273]]
}

---

No. 2
{
  "formula": "F7O2P2Rb",
  "method": "the ωB97M-V functional and the def2-TZVPD basis",
  "charge": 0,
  "orbital_gap_ev": 9.51,
  "homo_energy_ha": -0.400,
  "elements": ["P", "F", "F", "F", "O", "F", "P", "F", "O", "F", "Rb", "F"],
  "coordinates": [[-0.9989, 0.3198, 0.5222], [-0.9216, -0.3648, 1.9876], [-1.0518, 1.2810, -0.8598], [-0.7062, 1.7702, 1.2731], [-0.8222, -1.0777, -0.3296], [-2.5985, 0.3203, 0.5588], [0.8548, -1.1360, -0.5376], [2.4662, -1.1265, -0.6981], [0.8624, 0.2260, 0.3051], [0.9276, -2.5785, 0.1022], [1.2914, 3.5893, -0.2143], [0.6968, -1.2230, -2.1097]],
  "forces_ev_per_a": [[0.746, 0.404, -0.346], [0.151, 0.162, -0.801], [0.210, -0.546, 0.276], [-0.354, -0.238, 0.067], [0.368, 0.154, 0.046], [0.975, 0.222, 0.126], [-0.926, 0.365, 0.622], [-0.574, 0.095, 0.019], [-0.440, -0.636, -0.519], [0.067, 0.789, -0.456], [-0.465, -0.789, 0.152], [0.241, 0.018, 0.814]]
}

---

No. 3
{
  "formula": "FH14O7",
  "method": "the ωB97M-V functional and the def2-TZVPD basis",
  "charge": -1,
  "orbital_gap_ev": 9.31,
  "homo_energy_ha": -0.211,
  "elements": ["F", "O", "H", "H", "O", "H", "H", "O", "H", "H", "O", "H", "H", "O", "H", "H", "O", "H", "H", "O", "H", "H"],
  "coordinates": [[0.0555, -0.1487, 0.1654], [-0.6534, -2.1656, 0.6643], [-0.2687, -1.3629, 0.3123], [-1.3507, -1.8627, 1.2458], [1.8198, -0.8884, -0.5447], [0.9683, -0.5131, -0.3203], [2.2779, -0.9618, 0.2926], [1.5306, 1.4782, 0.3414], [0.9128, 0.7495, 0.2809], [1.3959, 1.9747, -0.4658], [-2.0778, 0.0439, 0.1928], [-1.1259, 0.0505, 0.2931], [-2.2268, -0.3738, -0.6555], [-0.0218, 0.3405, 2.4289], [0.5913, 1.0756, 2.4305], [0.0673, -0.0445, 1.5571], [-0.4699, 2.1454, -0.6800], [-0.4158, 2.1313, -1.6356], [-0.4233, 1.2245, -0.4234], [0.1124, -1.0264, -2.0592], [-0.8153, -1.0641, -2.2918], [0.1176, -0.8020, -1.1287]],
  "forces_ev_per_a": [[-3.313, 2.627, 1.325], [-0.530, -2.871, 0.656], [-0.696, -2.692, 0.803], [-0.217, 0.050, 0.039], [5.109, -2.644, -1.136], [4.912, -1.397, -0.896], [0.281, 0.090, 0.057], [2.999, 1.932, 1.343], [2.117, 2.427, 0.461], [0.144, 0.142, 0.357], [-3.828, 0.461, 0.038], [-2.640, 0.320, 0.404], [-0.230, -0.137, -0.046], [-0.230, 0.046, 1.737], [0.150, 0.251, -0.141], [0.166, 0.086, 1.769], [-1.146, 1.453, -1.197], [-0.251, -0.052, -0.336], [-0.645, 1.122, -0.590], [-0.978, -0.059, -1.862], [-0.280, -0.124, -0.207], [-0.894, -1.030, -2.579]]
}

---

No. 4
{
  "formula": "FH16O8",
  "method": "the ωB97M-V functional and the def2-TZVPD basis",
  "charge": -1,
  "orbital_gap_ev": 10.08,
  "homo_energy_ha": -0.259,
  "elements": ["F", "O", "H", "H", "O", "H", "H", "O", "H", "H", "O", "H", "H", "O", "H", "H", "O", "H", "H", "O", "H", "H", "O", "H", "H"],
  "coordinates": [[-0.0327, -0.0032, 0.3183], [-1.5147, 1.7648, -1.3077], [-2.3637, 1.4158, -1.5627], [-1.1317, 0.9578, -0.9987], [0.8203, -0.9862, 2.9203], [1.4313, -0.4522, 3.3833], [0.7743, -0.5582, 2.0723], [-2.0477, 0.9328, 2.0383], [-1.4917, 1.3978, 2.6583], [-1.4137, 0.8008, 1.3083], [1.1743, -2.3202, -0.4437], [0.6633, -1.6162, -0.0947], [1.9413, -1.8702, -0.7157], [-2.0027, -1.5832, -0.0717], [-2.1257, -1.6282, -0.9937], [-1.2957, -0.9692, 0.0623], [-0.5937, -0.5842, -2.8267], [0.1693, -0.1352, -2.5777], [-0.4327, -1.5222, -2.7497], [1.4723, 0.8698, -1.7357], [2.4553, 0.7938, -1.6977], [1.0873, 0.5188, -0.9517], [1.3573, 1.9448, 1.3833], [0.8773, 1.2068, 1.0613], [2.2223, 1.6258, 1.5223]],
  "forces_ev_per_a": [[0.645, 0.157, 0.055], [-0.491, 0.844, -0.267], [-0.687, 0.202, -0.327], [1.075, -0.770, 0.611], [-0.494, -1.043, 0.082], [0.963, 0.825, 0.991], [-0.602, 0.114, -1.000], [0.145, 0.077, -0.375], [0.122, 0.232, 0.498], [-0.397, -0.233, 0.042], [-0.153, -2.106, -0.332], [-1.413, 1.281, 0.842], [1.658, 0.641, -0.662], [-1.352, -1.196, 1.282], [-0.146, -0.007, -1.669], [1.009, 0.835, 0.295], [-2.945, -1.334, -1.183], [2.457, 1.296, 0.713], [0.369, -0.223, 0.208], [2.204, 0.587, -1.930], [-1.423, 0.023, 0.199], [-0.653, -0.508, 1.820], [-0.090, 2.154, 0.799], [-1.354, -1.422, -0.954], [1.556, -0.428, 0.261]]
}

---

No. 5
{
  "formula": "FH2IP2",
  "method": "the ωB97M-V functional and the def2-TZVPD basis",
  "charge": 0,
  "orbital_gap_ev": 8.68,
  "homo_energy_ha": -0.348,
  "elements": ["F", "P", "P", "I", "H", "H"],
  "coordinates": [[1.5567, 1.5184, -0.1185], [0.0584, 1.0022, -0.5331], [-0.5792, -0.0785, 1.1621], [-2.3696, -0.9203, -0.1622], [0.5252, -0.0232, -1.2132], [0.8085, -1.4986, 0.8649]],
  "forces_ev_per_a": [[-0.430, -0.043, 0.203], [0.115, 3.165, -0.260], [2.689, -2.989, 1.128], [-0.482, -0.329, -0.381], [0.561, -2.022, -1.405], [-2.453, 2.218, 0.715]]
}

---

No. 6
{
  "formula": "FH2ISi",
  "method": "the ωB97M-V functional and the def2-TZVPD basis",
  "charge": 0,
  "orbital_gap_ev": 9.40,
  "homo_energy_ha": -0.358,
  "elements": ["F", "Si", "I", "H", "H"],
  "coordinates": [[-0.2683, -1.6946, -0.1809], [-0.2139, -0.1105, 0.1527], [2.0601, 0.6320, -0.0484], [-0.5223, 0.2855, 1.6183], [-1.0556, 0.8875, -1.5416]],
  "forces_ev_per_a": [[-0.262, 0.988, 0.476], [-0.681, 1.244, -2.019], [0.334, -0.010, -0.036], [-0.360, -0.581, -1.340], [0.970, -1.641, 2.919]]
}

---

No. 7
{
  "formula": "FH2N",
  "method": "the ωB97M-V functional and the def2-TZVPD basis",
  "charge": 0,
  "orbital_gap_ev": [6.58, 10.51],
  "spin_multiplicity": 3,
  "homo_energy_ha": [-0.198, -0.471],
  "elements": ["N", "F", "H", "H"],
  "coordinates": [[-0.1771, -0.3751, 0.0251], [1.1359, 0.1531, -0.0178], [-0.5813, 0.1985, 0.8259], [-0.3775, 0.0235, -0.8331]],
  "forces_ev_per_a": [[-11.377, -1.609, 3.469], [12.108, 4.026, 0.044], [0.485, -2.054, -0.740], [-1.216, -0.363, -2.773]]
}

---

No. 8
{
  "formula": "FH2NO2Si",
  "method": "the ωB97M-V functional and the def2-TZVPD basis",
  "charge": 0,
  "orbital_gap_ev": 9.14,
  "homo_energy_ha": -0.401,
  "elements": ["N", "O", "O", "F", "Si", "H", "H"],
  "coordinates": [[0.4197, 1.5740, -1.0837], [0.7312, -1.4820, 1.7726], [0.5050, 1.1306, 0.0414], [-0.3364, -1.1710, -0.7411], [-0.2535, -0.8872, 0.8234], [0.2482, 0.7045, -1.7780], [-1.3143, 0.1312, 0.9654]],
  "forces_ev_per_a": [[-0.034, -2.198, -0.001], [0.448, -0.605, 0.737], [0.218, 0.924, -1.070], [-0.118, -0.659, -0.341], [-0.459, 1.778, -1.086], [0.203, 1.479, 1.195], [-0.257, -0.719, 0.567]]
}

---

No. 9
{
  "formula": "FH2P",
  "method": "the ωB97M-V functional and the def2-TZVPD basis",
  "charge": 0,
  "orbital_gap_ev": 10.56,
  "homo_energy_ha": -0.377,
  "smiles": "FP",
  "elements": ["F", "P", "H", "H"],
  "coordinates": [[-0.3092, -1.2601, -0.1939], [-0.2217, 0.3480, -0.5406], [1.1733, 0.3421, -0.3435], [-0.6424, 0.5700, 1.0780]],
  "forces_ev_per_a": [[-0.174, 0.259, -0.913], [-1.010, -1.144, 3.612], [0.200, 0.491, 0.197], [0.984, 0.394, -2.896]]
}

---

No. 10
{
  "formula": "FH2PS3",
  "method": "the ωB97M-V functional and the def2-TZVPD basis",
  "charge": 0,
  "orbital_gap_ev": 8.13,
  "homo_energy_ha": -0.348,
  "smiles": "FP=S.SS",
  "elements": ["F", "P", "S", "S", "S", "H", "H"],
  "coordinates": [[-1.3962, -0.5286, 3.0666], [-1.0167, -1.1431, 1.5882], [-2.3447, -0.5319, 0.3907], [1.7543, 0.6791, -0.3741], [0.1688, 0.8871, -1.6274], [2.8674, 1.0344, -1.2150], [-0.0330, -0.3969, -1.8290]],
  "forces_ev_per_a": [[0.392, -0.482, -0.967], [-0.734, 0.630, 0.891], [0.232, -0.259, 0.232], [1.774, 0.547, -0.571], [0.061, 0.813, -0.244], [-1.613, -0.564, 0.928], [-0.112, -0.685, -0.269]]
}

---

Calculated largest force on an atom, 9.1; 1.2; 5.9; 3.4; 4.2; 3.5; 12.8; 2.2; 3.9; 1.9 eV Å⁻¹ (same order as the records).
Calculated energy above the lowest of the compared OMol25 structures with the same formula, charge and spin, 0.00; 0.00; 791.78; 128.25; 167.87; 176.33; 204.99; 0.00; 53.25; 120.61 kJ/mol (same order as the records).
Calculated E_tot, -6454.929650; -1556.717138; -634.760985; -711.480896; -1081.415352; -688.256702; -155.530055; -595.754685; -442.384494; -1636.998006 Eh (same order as the records).